[1]
Entry from the Open Molecules 2025 dataset: an isolated molecule of C6H11N at a distorted geometry (ωB97M-V/def2-TZVPD).

Geometry (Å):
N1 -1.28 1.07 -0.84
C1 0.02 -1.37 -1.81
C2 -0.30 0.32 -0.08
C3 0.37 -0.78 -0.52
C4 -0.15 2.18 1.65
C5 -0.23 0.85 1.29
C6 1.37 -1.47 0.50
H1 -0.50 -0.61 -2.50
H2 0.86 -1.81 -2.38
H3 -0.62 -2.20 -1.54
H4 -1.23 2.11 -0.73
H5 0.12 2.49 2.61
H6 2.47 -1.23 0.15
H7 -2.28 0.86 -0.57
H8 -0.15 2.94 0.78
H9 -0.62 0.23 2.05
H10 1.13 -1.05 1.47
H11 1.03 -2.52 0.46

Properties
Charge: 0
Orbital gap, eV: 9.48
Energy above the lowest of the compared OMol25 structures with the same formula, charge and spin, kJ/mol: 248.3
HOMO level, Ha: -0.310
Structure (SMILES): C=CC(N)=C(C)C
LUMO level, eV: 1.0


[2]
Entry from the Open Molecules 2025 dataset: a structure of composition C46H68AsOsP2Si at a distorted geometry (ωB97M-V/def2-TZVPD).

Geometry (Å):
Os1 0.56 -0.22 0.30
As1 0.76 -0.03 2.85
P1 0.13 1.91 -0.85
P2 0.01 -2.17 -1.01
Si1 2.60 -0.17 -1.01
C1 0.32 -3.60 1.90
C2 2.89 1.69 -1.16
C3 -1.91 2.61 0.95
C4 1.09 -0.35 8.12
C5 -0.34 -4.34 0.73
C6 -2.49 3.70 1.85
C7 0.51 -2.57 -3.73
C8 0.53 -1.43 7.46
C9 -0.97 -0.20 3.73
C10 2.02 -1.06 4.01
C11 2.35 -4.59 0.76
C12 1.86 -3.52 1.73
C13 -2.42 -1.39 0.04
C14 4.18 2.19 -1.35
C15 3.33 4.44 -1.34
C16 0.89 -1.90 -2.57
C17 4.07 -1.03 -0.21
C18 2.05 3.96 -1.13
C19 0.17 2.44 -3.65
C20 -4.69 -2.16 -0.70
C21 1.26 1.81 3.24
C22 -2.28 0.65 -4.03
C23 -0.86 3.22 0.01
C24 2.27 0.28 6.13
C25 -0.44 1.51 -2.58
C26 -0.63 2.31 -4.96
C27 -3.88 -0.98 -0.14
C28 1.69 -0.79 5.44
C29 -4.08 -2.66 -2.00
C30 -1.22 0.91 -5.12
C31 1.80 -4.32 -0.64
C32 -1.54 4.28 -0.88
C33 1.81 2.59 -1.06
C34 1.98 -1.00 -2.60
C35 2.63 -0.76 -3.81
C36 4.40 3.55 -1.46
C37 1.97 0.50 7.46
C38 -2.06 5.40 0.04
C39 -3.08 4.84 1.02
C40 0.29 -3.95 -0.60
C41 -1.96 1.42 -2.74
C42 1.19 -2.34 -4.92
C43 -1.81 -1.91 -1.27
C44 2.24 -1.43 -4.96
C45 -2.62 -3.10 -1.80
C46 0.82 -1.64 6.12
H1 -1.69 4.10 2.49
H2 2.98 0.93 5.62
H3 -2.36 -2.17 0.81
H4 0.97 2.03 4.27
H5 3.50 5.50 -1.41
H6 -2.34 -0.43 -3.84
H7 -2.60 -3.93 -1.09
H8 -5.72 -1.85 -0.86
H9 -0.41 0.17 -5.04
H10 0.03 2.54 -5.79
H11 1.94 -5.20 -1.27
H12 -4.71 -2.97 0.04
H13 -2.72 2.16 0.36
H14 -2.44 0.94 -1.88
H15 -3.43 5.64 1.69
H16 3.84 -2.04 0.13
H17 5.40 3.93 -1.61
H18 -0.13 -2.11 7.98
H19 -1.47 1.81 1.56
H20 3.44 -4.60 0.72
H21 -1.72 0.39 3.21
H22 -4.30 -0.65 0.81
H23 0.90 -2.87 -5.82
H24 -0.24 -4.44 -1.42
H25 -0.09 -2.58 1.95
H26 -2.22 -3.46 -2.75
H27 -0.10 3.72 0.63
H28 1.24 4.67 -1.04
H29 1.92 -2.11 3.77
H30 0.84 -0.16 9.16
H31 -3.96 4.48 0.47
H32 -2.50 6.18 -0.58
H33 -4.13 -1.88 -2.76
H34 0.06 -4.10 2.83
H35 0.76 2.51 2.58
H36 -3.26 0.96 -4.39
H37 2.14 -2.53 1.33
H38 -0.87 0.17 4.75
H39 -1.22 5.85 0.58
H40 2.33 1.93 3.12
H41 -1.44 3.04 -4.98
H42 -1.29 -1.24 3.76
H43 -2.37 2.42 -2.83
H44 2.04 -5.57 1.11
H45 -1.66 0.80 -6.10
H46 2.36 -3.64 2.69
H47 -0.87 4.69 -1.63
H48 -4.65 -3.51 -2.38
H49 -0.31 -3.27 -3.72
H50 -1.86 -1.11 -2.02
H51 0.16 3.48 -3.32
H52 2.43 1.33 7.99
H53 -2.39 3.84 -1.39
H54 2.77 -1.25 -5.89
H55 0.39 -2.50 5.60
H56 3.02 -0.71 3.74
H57 4.46 -0.46 0.64
H58 -1.84 -0.51 0.42
H59 5.02 1.51 -1.41
H60 -0.23 -5.41 0.86
H61 3.46 -0.06 -3.85
H62 1.21 2.15 -3.81
H63 4.88 -1.11 -0.95
H64 2.37 -3.51 -1.11
H65 -0.04 0.50 -2.74
H66 -3.95 -0.15 -0.85
H67 -3.25 3.28 2.51
H68 -1.42 -4.14 0.74

Properties
Charge: +3
Orbital gap (alpha / beta), eV: 5.06 / 4.99
Energy above the lowest of the compared OMol25 structures with the same formula, charge and spin, kJ/mol: 76.6
HOMO level (alpha / beta), Ha: -0.583 / -0.583
LUMO level (alpha / beta), eV: -10.8 / -10.9


[3]
Entry from the Open Molecules 2025 dataset: a cluster of 6 separate species, C41H82FN6O12PS in total at a distorted geometry (ωB97M-V/def2-TZVPD).

Geometry (Å):
S1 3.70 -4.27 1.98
P1 1.09 5.24 -0.64
F1 0.00 -3.76 -2.46
O1 3.61 12.64 -1.39
O2 -2.48 -2.47 1.90
O3 1.27 -0.59 0.17
O4 -0.35 5.63 -1.41
O5 3.45 -3.95 3.42
O6 0.95 5.12 1.04
O7 4.98 -5.01 1.89
O8 2.66 -8.83 -3.94
O9 2.30 -3.88 -0.70
O10 2.07 6.37 -0.89
O11 -7.99 5.75 5.01
O12 -3.76 3.09 3.90
N1 3.48 0.53 0.58
N2 2.39 10.76 -1.49
N3 -8.99 4.43 3.50
N4 -4.39 -2.46 3.08
N5 1.41 -10.68 -4.03
N6 -3.78 5.07 2.86
C1 -2.46 4.81 -2.37
C2 -10.21 5.03 5.55
C3 5.27 -8.02 -1.06
C4 5.08 -6.52 -1.63
C5 1.17 -2.03 0.39
C6 -0.35 -2.57 -1.74
C7 -5.67 -1.95 3.52
C8 -10.05 3.61 2.95
C9 -4.18 6.44 2.63
C10 2.10 9.39 -1.85
C11 3.41 -4.44 -1.44
C12 4.60 10.80 -2.56
C13 2.01 1.09 -1.31
C14 0.91 -2.06 2.00
C15 2.59 -2.61 -0.12
C16 3.67 -5.99 -1.11
C17 -3.54 -1.91 2.17
C18 2.54 -0.08 -0.36
C19 3.13 -1.42 -1.04
C20 3.73 -2.70 1.03
C21 -0.16 -2.68 -0.17
C22 1.89 3.66 -1.24
C23 -0.06 3.40 2.49
C24 2.54 -6.78 -1.94
C25 1.39 2.33 -0.49
C26 3.62 -10.69 -5.10
C27 1.80 0.28 3.27
C28 -4.20 4.23 3.85
C29 -0.88 4.55 -2.24
C30 6.34 -5.69 -1.12
C31 1.09 -12.05 -4.39
C32 1.46 -0.78 2.73
C33 -3.95 -0.61 1.52
C34 -0.35 4.58 1.42
C35 -5.19 4.76 4.84
C36 2.55 -9.98 -4.32
C37 3.68 -0.69 -3.49
C38 -8.98 5.11 4.68
C39 2.85 -1.42 -2.58
C40 -1.92 -2.32 -2.05
C41 3.51 11.48 -1.77
H1 1.74 1.27 3.79
H2 -3.28 7.07 2.67
H3 -1.09 -2.18 0.29
H4 -4.07 0.17 2.28
H5 4.32 -0.04 0.74
H6 -3.11 4.65 2.23
H7 -2.91 3.77 -2.53
H8 -2.83 5.15 -1.36
H9 -2.16 -2.93 -2.98
H10 -0.36 4.62 -3.24
H11 -10.34 4.03 1.99
H12 -10.92 3.58 3.61
H13 2.02 -2.02 -3.09
H14 -6.11 5.06 4.33
H15 -4.77 5.62 5.37
H16 2.76 1.43 -2.09
H17 3.25 0.21 -4.02
H18 -0.92 4.10 0.56
H19 -10.06 5.61 6.45
H20 6.53 -5.84 -0.01
H21 5.93 -7.90 -0.13
H22 -10.39 3.99 5.84
H23 0.26 2.23 -0.46
H24 4.74 -0.98 -3.74
H25 -3.18 -0.29 0.82
H26 5.43 11.49 -2.71
H27 -5.62 -1.79 4.60
H28 -9.67 2.60 2.81
H29 1.71 11.28 -0.97
H30 3.24 -10.99 -6.08
H31 4.46 -10.01 -5.25
H32 2.70 -6.50 -3.04
H33 1.30 -3.00 2.49
H34 -5.44 3.99 5.57
H35 -0.19 -3.76 0.21
H36 4.23 10.49 -3.53
H37 -4.62 6.51 1.63
H38 1.75 2.39 0.57
H39 3.98 -11.56 -4.55
H40 2.67 -5.12 1.60
H41 4.97 9.93 -2.01
H42 -0.83 3.41 3.31
H43 1.82 3.57 -2.36
H44 0.92 -12.61 -3.47
H45 -4.90 6.79 3.36
H46 -6.43 -2.70 3.30
H47 1.51 -6.36 -1.69
H48 7.25 -6.14 -1.65
H49 4.36 -3.82 -1.40
H50 5.80 -8.67 -1.83
H51 -8.13 4.52 2.97
H52 -0.12 2.43 1.89
H53 1.14 0.65 -1.89
H54 -0.96 5.42 1.88
H55 1.01 3.46 2.87
H56 2.60 -7.90 -1.81
H57 4.76 -2.66 0.52
H58 -0.78 3.52 -1.79
H59 3.10 -4.44 -2.54
H60 4.26 -1.24 -1.01
H61 3.71 -1.83 1.75
H62 1.19 9.38 -2.46
H63 -2.03 -1.23 -2.35
H64 -0.21 -2.04 2.22
H65 3.48 -6.25 -0.02
H66 -5.93 -1.01 3.03
H67 0.18 -12.04 -4.99
H68 3.00 3.75 -0.98
H69 1.93 8.82 -0.94
H70 -11.07 5.43 5.01
H71 3.83 1.43 0.24
H72 -2.72 5.50 -3.22
H73 5.11 -6.63 -2.77
H74 -4.05 -3.32 3.47
H75 0.18 -1.64 -2.08
H76 -4.89 -0.75 0.97
H77 1.89 -12.52 -4.95
H78 0.73 -10.15 -3.50
H79 4.30 -8.47 -0.68
H80 -2.58 -2.64 -1.20
H81 6.33 -4.59 -1.39
H82 2.91 8.93 -2.42

Properties
Charge: 0
Orbital gap, eV: 7.77
HOMO level, Ha: -0.297
Structure (SMILES): C#CC[C@@]1(C[C@H](C)F)O[C@](N)(CCCP(=O)(OCC)OCC)[C@H](C=C)[C@]1(C[SH](=O)=O)OC[C@@H](C)C(C)C.CNC(C)=O.CNC(C)=O.CNC(C)=O.CNC(C)=O.CNC(C)=O
LUMO level, eV: -0.3


[4]
Entry from the Open Molecules 2025 dataset: an isolated molecule of C4H5NO (ωB97M-V/def2-TZVPD).

Geometry (Å):
O1 -0.26 0.73 0.43
N1 -1.95 -0.75 0.02
C1 -1.56 0.40 0.35
C2 0.65 -0.33 0.11
C3 2.04 0.22 0.20
C4 2.47 1.45 0.23
H1 2.88 -0.47 0.26
H2 -2.97 -0.79 0.02
H3 0.50 -1.17 0.80
H4 -2.16 1.27 0.63
H5 0.44 -0.70 -0.90

Properties
Charge: 0
Orbital gap, eV: 10.04
Energy above the lowest of the compared OMol25 structures with the same formula, charge and spin, kJ/mol: 424.7
HOMO level, Ha: -0.381
LUMO level, eV: -0.3


[5]
Entry from the Open Molecules 2025 dataset: a cluster of 2 separate species, CH6N3 in total at a distorted geometry (ωB97M-V/def2-TZVPD).

Geometry (Å):
N1 -0.48 1.63 1.43
N2 0.05 -0.14 -0.28
N3 0.61 -2.06 -1.74
C1 0.17 -1.04 -1.01
H1 -0.12 0.83 0.74
H2 0.36 -2.09 -2.67
H3 -1.36 1.29 1.69
H4 0.95 -2.84 -1.15
H5 0.37 1.86 2.02
H6 -0.55 2.55 0.97

Properties
Charge: +1
Orbital gap, eV: 11.59
Energy above the lowest of the compared OMol25 structures with the same formula, charge and spin, kJ/mol: 147.0
HOMO level, Ha: -0.548
LUMO level, eV: -3.3


[6]
Entry from the Open Molecules 2025 dataset: an isolated molecule of C2H3BrFI at a distorted geometry (ωB97M-V/def2-TZVPD).

Geometry (Å):
I1 -2.63 0.37 -0.34
Br1 2.31 0.42 -0.34
F1 0.86 -1.68 0.40
C1 -0.59 0.50 0.40
C2 0.66 -0.53 -0.32
H1 0.51 -0.69 -1.33
H2 -0.35 1.55 0.10
H3 -0.77 0.06 1.43

Properties
Charge: 0
Orbital gap, eV: 9.90
Energy above the lowest of the compared OMol25 structures with the same formula, charge and spin, kJ/mol: 85.6
HOMO level, Ha: -0.359
Structure (SMILES): F[C@H](Br)CI
LUMO level, eV: 0.1


[7]
Entry from the Open Molecules 2025 dataset: the ion CH3N2O2 with charge +1 at a distorted geometry (ωB97M-V/def2-TZVPD).

Geometry (Å):
O1 -1.07 -1.55 0.24
O2 -1.83 -0.42 -1.36
N1 1.01 0.30 0.59
N2 -1.16 -0.70 -0.50
C1 0.13 0.54 -0.24
H1 1.82 0.88 1.00
H2 0.90 -0.52 1.09
H3 0.20 1.47 -0.83

Properties
Charge: +1
Orbital gap, eV: 10.84
Energy above the lowest of the compared OMol25 structures with the same formula, charge and spin, kJ/mol: 294.3
HOMO level, Ha: -0.625
Structure (SMILES): [NH2+]=C[N+](=O)[O-]
LUMO level, eV: -6.2


[8]
Entry from the Open Molecules 2025 dataset: the ion C7H13N2O2 with charge +1 at a distorted geometry (ωB97M-V/def2-TZVPD).

Geometry (Å):
O1 -0.82 -1.33 1.26
O2 0.79 -1.94 -0.21
N1 -0.89 0.19 -0.68
N2 1.07 0.00 0.95
C1 0.26 -1.03 0.49
C2 -0.36 1.52 -0.13
C3 2.36 -0.29 0.36
C4 -2.18 -0.20 -0.37
C5 2.02 -1.30 -0.75
C6 0.34 1.26 1.18
C7 -1.95 -1.52 0.34
H1 -0.40 0.93 1.99
H2 2.78 -2.11 -0.84
H3 -2.84 -1.77 0.96
H4 -0.60 0.17 -1.74
H5 -1.29 2.12 0.14
H6 1.09 2.03 1.42
H7 -2.88 -0.13 -1.18
H8 0.15 2.11 -0.92
H9 1.56 -0.90 -1.63
H10 2.94 0.60 0.02
H11 -2.50 0.44 0.50
H12 -1.77 -2.30 -0.30
H13 3.03 -0.78 1.08

Properties
Charge: +1
Orbital gap, eV: 11.00
Energy above the lowest of the compared OMol25 structures with the same formula, charge and spin, kJ/mol: 177.9
HOMO level, Ha: -0.505
Structure (SMILES): C1COC2=[N+](CCN1)CCO2
LUMO level, eV: -2.7